Entry 1:
Below is 2 unconnected molecules or ions with the total composition ClFN2O3 at a distorted geometry, with properties calculated with ωB97M-V with the def2-TZVPD basis set.

Summary:
Max |F| ... 5.6 eV/A
Spin multiplicity ... 3
Energy above the lowest of the compared OMol25 structures with the same formula, charge and spin ... 3.1966 eV

Each line ends with the Mulliken charge.
Element x y z (Å)
N -1.010 -0.067 -0.198  1.0647
N 0.348 0.714 -0.419  0.2477
O -1.341 -0.138 0.926  -0.4124
O -1.481 -0.450 -1.209  -0.3971
O 1.121 0.892 0.499  -0.1120
F 1.051 -0.686 -1.458  -0.4095
Cl 1.312 -0.265 1.859  0.0186

---

Entry 2:
Below is a molecular structure, C17H30Cl3NO3P2V at a distorted geometry, with properties calculated with ωB97M-V with the def2-TZVPD basis set.

Summary:
Max |F| ... 3.2 eV/A
DFT total energy ... -107579.669 eV
Spin multiplicity ... 2

Each line ends with the Mulliken charge.
Element x y z (Å)
V 0.318 0.149 0.035  0.4241
P 2.827 0.320 -0.160  1.3498
P -2.509 0.193 0.259  0.9301
N -0.018 0.381 -1.642  -0.5348
H 1.399 1.247 -0.066  0.0978
C 2.985 -1.311 -0.943  -1.1206
H 4.049 -1.577 -0.990  0.4616
H 2.540 -1.327 -1.945  0.3122
H 2.478 -2.059 -0.318  0.1346
C 3.552 0.045 1.458  -1.2225
H 4.644 -0.013 1.362  0.4713
H 3.178 -0.913 1.843  0.2897
H 3.252 0.839 2.151  0.2475
C 3.785 1.526 -1.104  -1.2741
H 4.853 1.297 -1.068  0.4406
H 3.597 2.527 -0.684  0.3504
H 3.447 1.547 -2.148  0.3395
C -3.495 -1.088 -0.601  -1.3054
H -4.568 -0.879 -0.498  0.4294
H -3.265 -2.069 -0.173  0.2900
H -3.218 -1.095 -1.661  0.3199
C -3.355 0.202 1.876  -1.1352
H -4.439 0.307 1.731  0.4601
H -2.975 1.027 2.487  0.1389
H -3.143 -0.733 2.406  0.2441
C -3.209 1.702 -0.498  -1.4139
H -4.291 1.747 -0.329  0.4809
H -2.990 1.701 -1.571  0.3397
H -2.721 2.575 -0.050  0.3167
C -0.084 1.344 -2.573  0.1399
C -0.077 2.108 -4.892  -0.4664
C -0.167 1.074 -3.971  -0.5733
C -0.027 2.715 -2.154  0.1743
C 0.047 3.734 -3.094  -0.7760
C 0.007 3.444 -4.460  -0.3872
H -0.084 1.890 -5.961  0.3522
H -0.286 0.034 -4.282  0.4041
H -0.026 2.935 -1.079  0.2649
H 0.138 4.769 -2.754  0.3664
H 0.034 4.256 -5.189  0.3475
C -0.372 -3.076 1.731  0.7973
O -0.422 -2.156 0.878  -0.6124
C 0.249 -4.393 1.375  -1.3395
H 0.779 -4.782 2.246  0.4174
H 0.942 -4.275 0.533  0.2952
H -0.517 -5.134 1.123  0.3142
C -0.842 -2.863 3.143  -0.9089
H -1.893 -3.156 3.233  0.2986
H -0.730 -1.804 3.401  0.0833
H -0.252 -3.483 3.834  0.4231
Cl 1.187 3.418 4.648  -0.1268
C 0.505 1.882 4.107  0.7460
Cl 1.454 0.524 4.779  -0.1502
Cl -1.216 1.758 4.592  -0.1562
C 0.542 1.730 2.522  0.0099
O 0.962 2.667 1.825  -0.5642
O 0.122 0.575 2.131  -0.2355